Entry 1:
Here is a structure of composition C25H49GaIN2O10P2S in a non-equilibrium geometry from the OMol25 dataset. Energies are from ωB97M-V/def2-TZVPD.

Last column: Löwdin charge in e.
Geometry (Å):
I: 2.75 -8.35 -7.30  0.656
Ga: 4.40 -7.66 -3.21  0.334
S: -1.62 -5.46 -4.01  0.902
P: -2.02 1.95 -1.79  0.752
P: -1.46 6.96 4.81  0.754
O: -0.55 2.69 -1.66  -0.245
O: -2.75 3.47 -1.52  -0.263
O: -1.44 0.56 -2.10  -0.211
O: -2.97 6.29 4.94  -0.260
O: 3.57 -5.64 -6.29  -0.141
O: -1.08 6.10 3.59  -0.211
O: -0.64 6.02 5.91  -0.245
O: -1.13 -7.91 -2.41  -0.054
O: -2.29 1.59 -0.19  -0.261
O: -1.87 8.00 6.11  -0.264
N: -3.15 -9.05 -2.89  -0.029
N: -3.15 -7.86 -3.57  -0.043
C: 2.31 -3.07 -2.21  -0.216
C: -3.74 6.07 3.77  -0.293
C: -1.77 -0.56 0.76  -0.073
C: -1.42 4.82 0.07  -0.064
C: 0.21 2.91 -2.84  -0.294
C: 5.01 -6.12 -1.92  -0.301
C: -1.93 -7.12 -3.29  -0.510
C: -0.05 -3.19 -3.53  -0.244
C: -1.89 -9.08 -2.16  -0.092
C: 5.93 -10.63 -2.49  -0.121
C: 5.05 -7.25 -5.16  -0.278
C: 5.34 -9.45 -2.66  -0.231
C: -2.85 0.32 0.15  -0.297
C: 3.86 -6.87 -6.15  -0.861
C: -0.43 3.97 -3.72  -0.083
C: -2.78 7.69 7.16  -0.287
C: -3.77 4.59 3.43  -0.072
C: -1.02 -4.24 -2.74  -0.482
C: 3.82 -3.70 -2.21  -0.226
C: 0.77 6.06 5.90  -0.294
C: -2.75 4.18 -0.28  -0.290
C: 1.46 -3.81 -3.39  -0.211
C: -2.24 6.72 8.19  -0.075
C: 1.29 7.39 6.42  -0.083
C: 3.78 -5.15 -1.49  -0.313
H: 1.12 5.25 6.55  0.122
H: -0.07 -2.14 -3.08  0.098
H: -1.46 -0.15 1.73  0.075
H: 3.85 -4.94 -0.35  0.099
H: 2.78 -7.79 -3.15  -0.045
H: -1.60 -9.95 -1.47  0.137
H: -1.00 5.35 -0.79  0.072
H: -3.75 7.36 6.77  0.110
H: -3.48 4.98 -0.40  0.118
H: -0.31 -3.16 -4.66  0.098
H: 0.88 7.61 7.40  0.071
H: 4.07 -3.88 -3.32  0.102
H: -0.59 4.89 -3.16  0.070
H: -3.35 6.66 2.93  0.101
H: 0.33 1.97 -3.39  0.108
H: 2.05 -3.61 -4.37  0.116
H: -3.64 0.49 0.88  0.114
H: -3.30 -0.16 -0.72  0.103
H: -0.87 -0.59 0.14  0.072
H: -4.76 6.43 3.96  0.115
H: -0.69 4.07 0.39  0.079
H: 2.42 -1.94 -2.40  0.101
H: -1.54 5.52 0.89  0.063
H: -2.77 4.16 3.43  0.078
H: -4.24 4.42 2.46  0.067
H: 5.82 -5.45 -2.42  0.046
H: -0.51 -4.72 -1.83  0.095
H: -2.88 6.71 9.07  0.080
H: 4.58 -2.97 -1.74  0.111
H: 5.49 -8.25 -5.55  0.047
H: 1.84 -3.26 -1.18  0.106
H: -4.34 4.05 4.20  0.078
H: 2.80 -5.71 -1.71  0.061
H: 5.92 -6.50 -5.18  0.065
H: -2.13 -1.58 0.91  0.077
H: -2.98 8.64 7.66  0.117
H: -1.23 7.00 8.49  0.071
H: 2.38 7.37 6.49  0.079
H: -1.92 -3.63 -2.32  0.078
H: 0.21 4.19 -4.58  0.078
H: 5.51 -6.61 -0.99  0.039
H: 1.00 8.20 5.75  0.071
H: -3.12 3.56 0.54  0.093
H: 1.20 3.24 -2.53  0.122
H: 1.40 -4.96 -3.22  0.106
H: 1.16 5.86 4.90  0.108
H: -1.41 3.64 -4.08  0.070
H: -2.20 5.70 7.80  0.074
H: 6.56 -11.56 -2.75  0.001

Net charge: -1
E_LUMO: -1.183 eV
Relative energy (zero: lowest compared OMol25 entry of this formula, charge and spin): 765.40 kJ/mol
Highest occupied orbital energy: -5.30 eV


Entry 2:
Here is a cluster of 3 separate species, C25H49N4O7 in total in a non-equilibrium geometry from the OMol25 dataset. Energies are from ωB97M-V/def2-TZVPD.

Last column: Löwdin charge in e.
Geometry (Å):
O: -0.28 -0.74 1.97  0.105
O: -1.03 -2.11 5.13  0.158
O: -1.63 -0.42 3.78  0.074
O: -0.13 2.37 1.76  0.093
O: -1.42 -5.26 -0.57  -0.194
O: 0.62 2.40 -0.42  -0.040
O: -3.35 6.45 -4.03  -0.188
N: 3.68 -1.72 3.36  -0.061
N: 2.10 -2.47 4.70  0.154
N: -5.00 7.58 -1.95  0.038
N: -1.39 -2.53 -1.46  0.057
C: -0.74 -1.04 4.66  -0.393
C: -2.55 -1.50 1.61  0.032
C: -5.29 6.24 -2.47  -0.430
C: 0.61 -0.36 5.12  0.017
C: 2.24 -0.45 -1.56  -0.185
C: -0.25 4.50 0.66  0.022
C: -1.38 -0.85 2.44  -0.407
C: -4.82 5.20 -1.46  -0.076
C: 1.83 -1.11 4.51  -0.140
C: 2.87 -0.60 3.63  0.068
C: -0.37 -3.47 -1.94  -0.431
C: 4.84 -1.46 2.49  -0.121
C: 3.24 -2.83 4.00  0.005
C: 3.88 -3.24 0.74  -0.212
C: 2.61 -1.26 -0.24  -0.199
C: 5.15 -2.58 1.41  -0.154
C: -4.71 6.04 -3.89  -0.204
C: 0.09 2.97 0.74  -0.484
C: 1.89 1.75 -0.14  -0.176
C: 2.53 1.10 -1.41  -0.152
C: -2.40 5.51 -3.57  -0.111
C: -0.70 -3.88 -3.37  -0.060
C: -0.20 -4.66 -0.98  -0.210
C: -1.97 -6.18 -1.50  -0.097
C: 3.42 -2.58 -0.62  -0.184
H: -1.74 -4.18 -3.49  0.068
H: 0.63 0.72 4.82  0.142
H: -0.06 -4.70 -3.70  0.082
H: 2.59 2.58 0.20  0.135
H: 4.71 -0.48 1.97  0.119
H: -6.38 6.14 -2.56  0.136
H: 2.98 -3.32 1.40  0.095
H: 3.23 -0.61 0.43  0.083
H: -2.62 -5.66 -2.21  0.077
H: -2.19 5.67 -2.51  0.062
H: 0.59 -2.94 -1.97  0.102
H: -1.03 4.68 1.45  0.092
H: 2.93 -0.83 -2.37  0.111
H: 0.63 5.15 0.93  0.092
H: 5.81 -3.39 1.82  0.113
H: 4.18 -4.30 0.49  0.117
H: -4.85 4.20 -1.88  0.077
H: 1.76 1.07 0.74  0.100
H: -2.23 -3.07 -1.27  0.075
H: 1.65 -1.50 0.31  0.101
H: 3.00 0.44 3.27  0.155
H: -2.60 -0.99 0.61  0.093
H: -5.40 8.27 -2.58  0.074
H: -3.99 7.73 -2.05  0.069
H: 4.23 -2.39 -1.35  0.119
H: -4.83 5.01 -4.23  0.119
H: -5.27 6.67 -4.58  0.123
H: 0.26 -4.29 -0.05  0.112
H: -0.68 4.78 -0.34  0.077
H: -5.46 5.22 -0.58  0.076
H: 5.75 -2.07 0.60  0.129
H: 3.74 -3.81 3.93  0.178
H: -3.80 5.39 -1.12  0.056
H: 0.48 -5.41 -1.38  0.121
H: -1.47 5.68 -4.12  0.088
H: 5.77 -1.37 3.13  0.144
H: 2.64 -3.26 -1.07  0.101
H: 2.07 1.60 -2.30  0.124
H: -2.72 4.48 -3.74  0.091
H: 0.65 -0.45 6.24  0.142
H: -2.58 -6.90 -0.95  0.090
H: 3.64 1.30 -1.48  0.121
H: 1.20 -0.68 -1.90  0.109
H: -1.19 -6.73 -2.04  0.093
H: 1.59 -3.17 5.24  0.183
H: -1.11 -2.18 -0.55  0.035
H: -0.53 -3.04 -4.05  0.080
H: -3.50 -1.23 2.15  0.098
H: -2.44 -2.62 1.53  0.103

Net charge: +1
E_LUMO: -2.954 eV
Relative energy (zero: lowest compared OMol25 entry of this formula, charge and spin): 0.00 kJ/mol
Highest occupied orbital energy: -10.44 eV


Entry 3:
Here is a cluster of 5 separate species, C25H50BBrNO9 in total in a non-equilibrium geometry from the OMol25 dataset. Energies are from ωB97M-V/def2-TZVPD.

Last column: Löwdin charge in e.
Geometry (Å):
Br: -2.18 3.27 2.00  0.633
O: 0.00 -2.36 -2.84  -0.176
O: -2.17 7.94 -0.26  0.052
O: -0.41 3.69 -1.03  -0.102
O: 0.80 1.28 -3.57  -0.084
O: -0.56 -4.03 1.99  0.069
O: 1.84 0.55 0.16  0.078
O: -0.46 1.44 -1.46  -0.008
O: 0.13 -7.43 -0.55  0.052
O: 0.12 3.65 6.74  0.055
N: 3.99 0.86 -0.68  -0.208
C: 0.74 -1.12 -2.76  -0.181
C: -2.47 5.84 -1.35  -0.021
C: 4.31 -0.43 -1.32  -0.112
C: -2.58 0.70 0.49  -0.269
C: -1.27 -7.85 -2.43  -0.020
C: 2.03 2.20 -1.74  0.018
C: -0.46 -6.38 2.27  -0.028
C: -1.89 -0.72 0.76  -0.114
C: -0.47 4.75 4.71  -0.062
C: -2.68 7.32 -1.18  -0.499
C: -0.10 6.01 6.93  -0.036
C: -0.70 -4.75 4.25  -0.029
C: 1.28 -8.20 -2.48  -0.023
C: -0.57 -4.96 2.77  -0.498
C: 0.10 0.03 -3.67  -0.149
C: -1.54 1.94 0.67  -0.562
C: -0.13 4.70 6.18  -0.507
C: 2.53 1.14 -0.68  -0.344
C: 1.08 -3.25 -0.71  -0.068
C: 4.47 0.91 0.73  -0.108
C: 0.76 -3.45 -2.27  -0.258
C: 0.55 1.96 -2.32  -0.397
C: 0.06 -7.79 -1.71  -0.493
C: 0.01 3.50 -2.41  -0.121
C: -3.55 8.02 -2.20  -0.038
B: -1.29 2.53 -0.84  -0.852
H: 2.16 -8.10 -1.84  0.083
H: 1.19 -9.24 -2.81  0.083
H: 0.67 -0.76 -1.69  0.108
H: 5.57 1.18 0.82  0.084
H: 0.65 6.67 6.49  0.081
H: -1.65 -1.26 -0.21  0.064
H: -3.61 9.08 -1.96  0.074
H: -4.55 7.60 -2.19  0.079
H: -2.31 2.83 -1.38  0.106
H: 4.32 -0.12 1.18  0.085
H: -0.56 1.46 1.01  0.083
H: -1.36 -6.94 2.55  0.085
H: -1.99 5.64 -2.31  0.084
H: -1.83 5.47 -0.55  0.069
H: -1.02 0.13 -3.53  0.141
H: 0.43 -6.86 2.69  0.087
H: -0.77 -3.68 4.46  0.084
H: 1.76 -3.47 -2.82  0.109
H: 1.84 -1.28 -3.00  0.115
H: 2.76 2.26 -2.61  0.134
H: 2.08 3.22 -1.23  0.136
H: 0.24 -0.32 -4.75  0.129
H: 1.41 -7.54 -3.35  0.086
H: 0.26 5.36 4.18  0.091
H: -2.67 -1.38 1.28  0.065
H: 0.26 -4.45 -2.42  0.105
H: -3.11 7.92 -3.20  0.079
H: -3.43 5.32 -1.30  0.094
H: 0.18 -2.69 -0.28  0.072
H: -1.25 -7.18 -3.29  0.087
H: -2.06 -7.53 -1.75  0.086
H: -0.96 -0.65 1.40  0.075
H: -0.37 -6.38 1.18  0.043
H: 0.79 4.32 -2.54  0.126
H: -3.52 0.85 1.11  0.081
H: -1.60 -5.24 4.62  0.080
H: -0.75 3.74 -3.22  0.122
H: -1.47 -8.87 -2.75  0.083
H: 3.88 1.68 1.30  0.097
H: -1.08 6.48 6.89  0.082
H: -0.46 3.74 4.30  0.036
H: -1.47 5.17 4.58  0.077
H: 0.18 -5.15 4.76  0.081
H: 0.17 5.82 7.97  0.076
H: -2.90 0.68 -0.60  0.097
H: 3.81 -0.58 -2.33  0.082
H: 5.43 -0.42 -1.54  0.089
H: 4.15 -1.33 -0.63  0.086
H: 1.94 -2.50 -0.66  0.060
H: 1.30 -4.21 -0.17  0.069

Net charge: -1
E_LUMO: 2.070 eV
Highest occupied orbital energy: -5.01 eV


Entry 4:
Here is a structure of composition C25H50BCl2F4O18Pt in a non-equilibrium geometry from the OMol25 dataset. Energies are from ωB97M-V/def2-TZVPD.

Last column: Löwdin charge in e.
Geometry (Å):
Pt: -0.79 0.53 -2.95  0.968
Cl: -7.45 -2.24 3.34  0.496
Cl: -7.15 -1.66 6.19  0.493
F: -2.01 0.22 0.74  0.131
F: -1.01 -0.38 2.59  0.181
F: -0.04 -0.71 0.67  0.152
F: -1.81 -1.98 1.26  0.108
O: 1.17 6.47 0.43  0.040
O: -4.87 -2.47 -2.95  0.061
O: -6.43 -4.06 -3.61  0.047
O: 1.12 -5.96 -4.48  0.013
O: 4.37 -5.52 7.11  0.100
O: -7.15 -2.13 -2.87  -0.002
O: -3.57 6.97 5.56  -0.043
O: 6.32 1.27 -4.08  -0.002
O: 0.72 -3.87 -5.19  0.063
O: 0.55 5.02 -1.16  0.065
O: 5.87 2.77 -5.46  0.051
O: 4.56 -7.52 5.98  0.407
O: 5.20 -7.16 8.18  0.128
O: 0.55 -5.78 -6.50  0.029
O: 0.46 7.31 -1.36  0.020
O: 4.09 1.69 -4.45  0.077
O: -5.40 6.32 4.28  0.140
O: -4.92 8.45 4.60  0.024
C: -6.05 -2.89 -3.09  -0.524
C: -4.58 10.88 4.69  -0.052
C: -7.01 -0.84 -2.38  -0.072
C: 6.00 4.69 -7.02  -0.063
C: 2.03 5.56 1.11  -0.162
C: 0.89 -5.09 -5.41  -0.588
C: -4.00 9.48 4.92  -0.227
C: 3.53 5.77 0.65  -0.061
C: 4.07 -9.07 9.49  -0.027
C: 5.11 3.82 -6.12  -0.184
C: -2.94 5.73 5.80  -0.047
C: -5.25 -5.74 -2.20  -0.070
C: -6.33 -1.78 4.64  -1.049
C: -0.23 7.30 -2.65  0.009
C: 5.33 -8.47 8.73  -0.143
C: 6.04 0.17 -3.23  -0.049
C: 1.38 -5.56 -8.79  -0.065
C: -5.54 -5.22 -3.62  -0.185
C: 5.30 1.92 -4.65  -0.579
C: -4.70 7.15 4.80  -0.565
C: 1.23 -5.65 -3.08  -0.013
C: 4.78 -6.78 6.98  -0.397
C: 0.23 -5.25 -7.80  -0.182
C: 0.70 6.19 -0.74  -0.633
C: 3.82 -4.83 6.00  0.005
B: -1.21 -0.72 1.31  -1.491
H: 1.68 -6.58 -8.54  0.079
H: 3.22 -5.42 5.30  0.113
H: 5.15 -0.34 -3.59  0.089
H: 3.90 6.75 0.97  0.070
H: -2.11 6.01 6.45  0.093
H: 5.85 0.49 -2.21  0.095
H: 5.43 5.37 -7.65  0.081
H: -2.57 5.40 4.83  0.098
H: 3.13 -9.09 8.94  0.080
H: -5.86 -0.81 4.47  0.029
H: -3.95 11.58 5.23  0.073
H: 6.60 4.01 -7.62  0.076
H: -4.47 -6.49 -2.36  0.081
H: 1.14 -5.53 -9.85  0.074
H: -5.04 -4.95 -1.48  0.079
H: 2.19 -4.84 -8.74  0.071
H: -3.43 4.87 6.26  0.096
H: 4.44 3.26 -6.77  0.118
H: 6.85 -0.56 -3.21  0.094
H: -1.02 6.55 -2.55  0.092
H: -3.88 9.26 5.98  0.119
H: -4.53 -5.13 -4.00  0.110
H: -7.62 -0.25 -3.06  0.102
H: -5.47 -2.45 4.72  0.031
H: 3.91 -8.56 10.44  0.080
H: -0.57 -5.88 -8.17  0.117
H: 1.93 4.51 0.85  0.117
H: -5.56 10.94 5.17  0.087
H: 5.69 -9.25 8.05  0.131
H: 6.14 -8.40 9.46  0.136
H: -0.11 -4.21 -7.83  0.122
H: -5.90 -6.06 -4.22  0.120
H: -0.64 8.26 -2.97  0.093
H: 4.63 -4.31 5.50  0.120
H: 0.50 7.00 -3.40  0.093
H: 4.24 5.01 0.98  0.068
H: 4.26 -10.10 9.78  0.086
H: 1.74 -4.70 -2.91  0.090
H: -7.33 -0.69 -1.34  0.094
H: 1.87 -6.41 -2.63  0.093
H: -3.05 9.37 4.40  0.126
H: 0.26 -5.57 -2.59  0.100
H: 3.67 5.63 -0.42  0.069
H: -6.17 -6.15 -1.79  0.074
H: 1.98 5.88 2.15  0.124
H: 3.07 -4.13 6.36  0.121
H: 6.78 5.26 -6.50  0.075
H: 4.40 4.45 -5.58  0.124
H: -5.99 -0.50 -2.19  0.088
H: -4.36 11.14 3.65  0.079

Net charge: +1
E_LUMO (alpha / beta): -6.048 / -10.092 eV
Expectation value of S²: 2.033
Multiplicity: 3
Highest occupied orbital energy (alpha / beta): -11.31 / -11.31 eV


Entry 5:
Here is a structure of composition C25H50Br2ClN4O6P2 in a non-equilibrium geometry from the OMol25 dataset. Energies are from ωB97M-V/def2-TZVPD.

Last column: Löwdin charge in e.
Geometry (Å):
Br: 1.95 2.06 -1.87  0.890
Br: 4.45 1.47 -0.25  0.857
Cl: 4.43 3.39 3.33  0.692
P: 1.12 3.80 0.96  0.749
P: -0.88 1.35 2.83  0.963
O: -2.04 0.22 3.08  -0.256
O: 3.02 2.18 5.13  0.103
O: 0.13 3.95 -0.12  -0.450
O: -1.42 2.25 1.59  -0.298
O: 0.80 0.03 -4.73  -0.004
O: 3.00 -0.84 0.57  -0.128
N: 1.75 1.39 2.29  -0.102
N: 1.53 0.13 -6.86  0.167
N: 2.00 -0.08 -0.02  -0.049
N: 1.61 -1.09 5.57  0.019
C: 2.10 2.21 1.13  -0.486
C: 2.59 -3.63 -2.94  -0.077
C: 2.98 1.02 3.01  -0.165
C: 3.57 -1.86 -0.31  -0.144
C: 0.10 -1.68 0.59  -0.114
C: 0.75 -0.71 3.22  -0.184
C: -5.21 1.40 -1.19  -0.207
C: -5.89 0.07 -0.84  -0.211
C: 0.93 -2.87 1.01  -0.172
C: 1.05 0.70 -5.73  -0.594
C: 0.62 -0.23 0.68  -0.237
C: -6.33 -0.04 0.64  -0.256
C: 2.46 1.40 -0.13  -0.954
C: 3.36 2.12 4.01  -0.722
C: 0.83 2.19 -5.77  -0.001
C: -1.84 0.21 -0.26  -0.187
C: 0.67 0.40 2.13  -0.373
C: 2.39 -2.15 -2.56  -0.232
C: 3.61 -1.55 -1.80  -0.176
C: -2.64 1.30 -1.03  -0.164
C: -5.95 -1.39 1.27  -0.110
C: 0.76 -0.27 4.72  -0.291
C: -0.34 0.54 -0.29  -0.185
C: -3.96 1.70 -0.34  -0.190
C: 0.93 -3.99 0.31  0.015
H: -0.15 -1.86 -0.46  0.114
H: -5.94 -1.34 2.36  0.067
H: 3.09 -2.82 -0.17  0.094
H: 1.66 -1.30 3.07  0.092
H: 1.74 -4.70 0.36  0.075
H: -2.84 0.91 -2.03  0.111
H: 1.73 -4.23 -2.63  0.065
H: -0.22 1.61 -0.16  0.049
H: 1.84 -0.36 -1.00  0.103
H: 2.63 -3.73 -4.03  0.076
H: -0.24 -0.34 5.13  0.110
H: 1.07 0.77 4.83  0.076
H: -0.22 2.39 -5.56  0.093
H: 3.04 2.66 1.43  -0.010
H: 1.48 -2.04 -1.96  0.086
H: -5.20 -0.74 -1.10  0.103
H: 2.14 4.77 0.92  0.033
H: 2.23 -1.55 -3.45  0.086
H: -5.93 2.22 -1.10  0.111
H: 2.53 -1.26 5.18  0.061
H: 3.84 0.85 2.36  0.077
H: 0.61 3.88 2.27  0.025
H: -0.10 -1.38 3.11  0.101
H: -3.92 2.78 -0.17  0.109
H: -2.00 -0.61 2.59  0.042
H: 0.09 -4.26 -0.34  0.083
H: 1.09 2.63 -6.73  0.077
H: -2.01 2.18 -1.17  0.105
H: 4.51 -2.00 -2.22  0.129
H: -6.77 -0.03 -1.47  0.107
H: -1.98 -0.72 -0.82  0.115
H: -4.02 1.21 0.63  0.087
H: -5.94 0.78 1.24  0.093
H: -1.90 3.03 1.91  0.083
H: 1.73 0.67 -7.69  0.103
H: -4.94 1.37 -2.25  0.104
H: -7.42 0.04 0.65  0.104
H: -0.83 -1.69 1.17  0.118
H: 3.62 -0.48 -2.01  0.049
H: 1.43 2.66 -4.99  0.063
H: -0.03 0.34 -1.32  0.096
H: -4.97 -1.72 0.91  0.056
H: 1.17 -1.98 5.77  0.074
H: -6.67 -2.15 0.97  0.073
H: 1.68 -0.86 -6.87  0.111
H: -2.26 0.05 0.72  0.072
H: 4.58 -1.99 0.08  0.136
H: 2.91 0.13 3.62  0.104
H: 3.49 -4.05 -2.50  0.076
H: 1.53 -2.85 1.91  0.098

Net charge: +1
E_LUMO: -2.896 eV
Highest occupied orbital energy: -11.50 eV


Number 1: DFT total energy -140055.0603 eV. Number 2: DFT total energy -47004.2230 eV. Number 3: DFT total energy -117371.7239 eV. Number 4: DFT total energy -103414.3241 eV. Number 5: DFT total energy -216157.0407 eV.